No. 1
Formula: C3H3NO2
Source: OMol25
Level of theory: the ωB97M-V functional and the def2-TZVPD basis

Last column: Löwdin charge in e.
Geometry (Å):
H (1.913, -0.892, -0.426)  0.194
O (-0.925, -1.201, -0.112)  -0.012
H (-0.322, 2.012, 0.172)  0.114
H (-2.384, 0.186, -0.141)  0.128
C (-1.323, 0.065, -0.041)  -0.106
N (0.415, -1.214, 0.087)  0.057
O (2.118, 0.070, 0.077)  0.041
C (0.800, 0.040, 0.220)  -0.456
C (-0.294, 0.933, 0.165)  0.040

## Properties
- HOMO (eV) = -9.82
- E (Ha) = -321.24817
- structure (SMILES) = Oc1ccon1
- LUMO (eV) = 0.86

***

No. 2
Formula: C6H12O
Source: OMol25
Level of theory: the ωB97M-V functional and the def2-TZVPD basis

Last column: Löwdin charge in e.
Geometry (Å):
C (1.269, 0.027, -1.501)  -0.337
O (0.079, 0.204, -2.226)  -0.036
H (-0.055, -0.155, 2.031)  0.111
C (-1.532, -0.628, 0.620)  -0.100
C (-0.693, 1.718, 1.054)  -0.105
C (1.352, 0.049, -0.015)  -0.098
H (2.074, 0.450, -2.106)  0.136
H (-0.611, -0.324, -1.807)  0.047
H (0.109, -1.874, -0.607)  0.095
H (0.275, 2.218, 1.151)  0.066
H (1.832, 0.645, 0.747)  0.109
C (-0.589, 0.216, 1.155)  -0.282
H (-1.329, 2.081, 1.872)  0.078
H (2.175, -2.013, -0.548)  0.106
C (1.537, -1.141, -0.625)  -0.106
H (-1.145, 2.029, 0.107)  0.083
H (-0.671, -1.724, -0.332)  0.086
H (-2.251, -0.240, -0.103)  0.082
H (-1.825, -1.540, 1.131)  0.065

## Properties
- HOMO (eV) = -9.16
- E (Ha) = -310.83112
- LUMO (eV) = 0.97

***

No. 3
Formula: C9H8ClF6NO5PdS2
Source: OMol25
Level of theory: the ωB97M-V functional and the def2-TZVPD basis

Last column: Löwdin charge in e.
Geometry (Å):
C (-1.486, -0.201, -1.623)  -0.258
C (-2.713, -3.208, -3.614)  -0.177
F (4.611, -1.310, 1.944)  0.110
O (0.797, 2.733, 3.106)  -0.100
F (0.812, -2.270, 4.509)  0.096
C (-2.067, -2.033, -3.277)  -0.624
H (-1.151, 0.425, -2.446)  -0.015
F (5.325, 0.526, 1.057)  0.097
S (0.692, -1.290, 2.057)  0.514
H (-4.301, -3.741, -0.685)  0.082
O (2.282, 1.397, 0.925)  -0.318
Pd (0.243, -0.709, -0.467)  0.349
O (0.147, -0.082, 2.627)  -0.326
C (-3.019, -2.102, -1.111)  -0.080
H (-3.114, -1.693, -0.112)  0.102
F (2.391, -3.004, 3.225)  0.104
S (2.764, 0.088, 0.575)  0.529
H (0.362, 1.867, 3.131)  -0.009
O (-0.122, -2.457, 1.851)  -0.323
F (4.120, 0.600, 2.838)  0.109
H (-2.567, -3.613, -4.609)  0.079
F (2.490, -1.000, 4.032)  0.104
C (-2.155, -1.411, -2.010)  -0.376
C (4.272, -0.042, 1.676)  -0.659
N (1.877, -1.172, 0.976)  -0.389
Cl (-1.060, -1.294, -4.520)  0.581
O (3.365, -0.143, -0.704)  -0.313
H (-2.019, 0.348, -0.845)  0.017
C (-3.675, -3.266, -1.434)  -0.142
C (1.657, -1.919, 3.520)  -0.664
H (1.411, 2.579, 2.374)  -0.009
C (-3.533, -3.850, -2.699)  -0.162
H (-4.036, -4.774, -2.958)  0.068

## Properties
- HOMO (eV) = 0.10
- charge = -2
- E (Ha) = -2762.36354
- LUMO (eV) = 5.11

***

No. 4
Formula: C4H8N2O2S
Source: OMol25
Level of theory: the ωB97M-V functional and the def2-TZVPD basis

Last column: Löwdin charge in e.
Geometry (Å):
H (-2.102, -1.545, -0.728)  0.013
C (-1.409, 0.103, -0.250)  -0.480
N (-2.374, -0.607, -0.771)  0.158
C (-1.417, 1.661, -0.246)  -0.094
O (-0.035, -1.714, -2.622)  0.048
O (1.344, -0.035, -2.338)  0.029
C (2.122, -0.367, 1.933)  -0.334
H (-0.731, 2.244, -0.825)  0.060
C (-0.156, -0.384, 0.282)  -0.436
H (-1.341, 1.947, 0.755)  0.028
H (1.714, -0.306, 2.997)  0.068
H (-0.086, -1.452, 0.507)  0.091
H (3.205, 0.019, 1.834)  0.073
N (0.587, -0.906, -1.986)  -0.277
H (-2.412, 1.972, -0.756)  0.113
S (1.041, 0.639, 0.846)  0.933
H (2.049, -1.269, 1.367)  0.006

## Properties
- HOMO (alpha / beta) (eV) = -9.44 / -7.90
- E (Ha) = -815.19154
- LUMO (alpha / beta) (eV) = -1.05 / -1.36